A 2-piece molecular cluster, C9H14N2S overall, computed with ωB97M-V/def2-TZVPD.

Each atom is followed by the atoms it is bonded to, with distances in Å.
Atoms and positions in Å:
1 C 1.463 -0.564 -0.463  C2 1.454, C7 1.398, H13 1.067
2 C 2.347 -0.017 -1.480  C1 1.454, N11 1.346, H14 1.012
3 C -2.360 -0.681 -2.591  C6 1.356, H15 1.096, H16 1.096
4 C -2.349 -1.398 2.551  C5 1.328, C8 1.456, H17 1.116
5 C -1.931 -1.293 1.295  C4 1.328, S12 1.773, H18 1.070
6 C -2.303 -0.553 -1.243  C3 1.356, S12 1.764, H19 1.112
7 C 1.139 0.444 0.450  C1 1.398, N10 1.292
8 C -1.686 -0.879 3.738  C4 1.456, H20 1.081, H21 1.127, H22 1.051
9 C 3.454 2.251 -1.703  N11 1.439, H23 1.157, H24 1.028, H25 1.079
10 N 1.901 1.430 0.111  C7 1.292, N11 1.428, H26 0.942
11 N 2.564 1.268 -1.143  C2 1.346, C9 1.439, N10 1.428
12 S -2.678 -1.916 -0.187  C5 1.773, C6 1.764
13 H 1.022 -1.534 -0.521  C1 1.067
14 H 2.732 -0.435 -2.317  C2 1.012
15 H -2.744 -1.592 -3.066  C3 1.096
16 H -2.219 0.261 -3.133  C3 1.096
17 H -3.343 -1.856 2.773  C4 1.116
18 H -0.963 -0.916 1.039  C5 1.070
19 H -1.798 0.229 -0.634  C6 1.112
20 H -0.671 -0.666 3.435  C8 1.081
21 H -2.274 0.077 3.841  C8 1.127
22 H -1.793 -1.455 4.611  C8 1.051
23 H 2.726 3.096 -2.012  C9 1.157
24 H 4.336 2.507 -1.242  C9 1.028
25 H 3.661 1.978 -2.726  C9 1.079
26 H 1.767 2.213 0.616  N10 0.942

Computed properties:
HOMO energy in Eh: -0.275
Kohn-Sham gap in hartree: 0.2946
Total energy in eV: -23369.8607
Energy above the lowest of the compared OMol25 structures with the same formula, charge and spin in kJ/mol: 598.3